Entry from OMol25: a cluster of 11 separate species, C21H54N13O21S in total at a distorted geometry (ωB97M-V/def2-TZVPD).

Each line ends with the Löwdin charge.
Atoms and positions in Å:
1 C 3.2235 6.8152 -0.6329  -0.1523
2 C 4.3334 6.1569 -1.4464  -0.5320
3 S 5.4301 5.1104 -0.4646  0.9162
4 C 4.3357 3.8472 0.1556  -0.4449
5 N 3.4539 4.3242 1.2467  0.1208
6 C 2.5848 3.5555 1.7827  -0.3570
7 N 1.7033 3.9089 2.7684  0.1247
8 C 0.6568 2.8352 2.7547  -0.0803
9 C 0.9032 2.2731 1.3571  -0.3114
10 C 0.1925 1.0339 0.9178  -0.1505
11 C -0.1797 0.9522 -0.5522  -0.1696
12 C -0.3785 -0.5344 -0.8960  -0.1453
13 C 0.3552 -0.9998 -2.1576  -0.1990
14 O 1.6368 -1.6452 -1.9452  -0.2051
15 C 2.6853 -0.8374 -2.4285  -0.1101
16 N 2.3921 2.2291 1.3918  0.1354
17 H 2.9431 7.7273 -1.1400  0.0804
18 H 2.3307 6.2041 -0.6246  0.0670
19 H 3.5536 7.0844 0.3605  0.0594
20 H 4.9498 6.9520 -1.8359  0.0679
21 H 3.9322 5.6399 -2.3069  0.0584
22 H 3.7348 3.4005 -0.6166  0.0921
23 H 4.9670 3.0654 0.5413  0.0838
24 H 3.4885 5.2803 1.5766  0.1487
25 H 1.2294 4.7619 2.4730  0.1519
26 H 0.8548 2.0642 3.4891  0.1314
27 H -0.3064 3.2804 2.9208  0.1180
28 H 0.5992 3.0809 0.6957  0.1431
29 H -0.7458 0.9775 1.4512  0.1300
30 H 0.8037 0.1734 1.1650  0.1204
31 H -1.0593 1.5687 -0.6808  0.1142
32 H 0.6216 1.3763 -1.1415  0.1024
33 H -1.4286 -0.6888 -1.0897  0.1141
34 H -0.0391 -1.1215 -0.0591  0.1030
35 H -0.3018 -1.7329 -2.6169  0.1158
36 H 0.5051 -0.1902 -2.8624  0.1156
37 H 2.5680 0.2028 -2.1234  0.0738
38 H 3.5957 -1.1941 -1.9736  0.0863
39 H 2.7591 -0.8618 -3.5101  0.0924
40 H 2.6061 1.6366 2.1939  0.1556
41 C 1.0534 -4.7786 -1.2432  0.0469
42 N 0.0728 -5.4344 -0.3608  -0.4380
43 O -0.7396 -6.2195 -0.8060  0.0767
44 O 0.2065 -5.0756 0.7975  0.0496
45 H 0.9181 -5.1115 -2.2652  0.1018
46 H 0.8879 -3.7102 -1.1614  0.0742
47 H 2.0357 -5.0491 -0.8696  0.1089
48 C -3.3455 5.3415 2.3172  0.0576
49 N -2.8578 4.3422 1.3259  -0.4287
50 O -1.7830 4.5462 0.7645  0.0316
51 O -3.5799 3.3897 1.0929  0.0677
52 H -2.6106 6.1326 2.3986  0.0938
53 H -4.2941 5.7229 1.9527  0.1086
54 H -3.4767 4.8228 3.2632  0.1048
55 C 5.9806 5.9746 -5.0270  0.0408
56 N 4.6057 6.4767 -5.2996  -0.4380
57 O 4.4890 7.4785 -5.9665  0.0886
58 O 3.6764 5.8346 -4.8360  0.0344
59 H 6.6877 6.6423 -5.5041  0.0928
60 H 6.1156 5.9664 -3.9480  0.0860
61 H 6.0556 4.9720 -5.4375  0.0724
62 C 9.7719 4.1186 -6.6315  0.0567
63 N 8.3973 4.6251 -6.8972  -0.4311
64 O 8.2768 5.6243 -7.5684  0.0914
65 O 7.4709 3.9942 -6.4148  0.0249
66 H 10.4787 4.7775 -7.1200  0.0978
67 H 9.9155 4.1141 -5.5555  0.1015
68 H 9.8296 3.1117 -7.0327  0.1036
69 C -4.8764 0.3137 2.7270  0.0464
70 N -5.2300 0.7628 4.0914  -0.4337
71 O -6.3903 0.6195 4.4587  0.0573
72 O -4.3287 1.2324 4.7639  0.0521
73 H -5.7636 -0.0884 2.2546  0.0984
74 H -4.4993 1.1778 2.1856  0.0771
75 H -4.1152 -0.4447 2.8326  0.0900
76 C -1.9532 -4.3724 3.4069  0.0551
77 N -1.8651 -2.9750 3.9197  -0.4385
78 O -2.4046 -2.7304 4.9813  0.0654
79 O -1.2642 -2.1608 3.2307  0.0178
80 H -2.5240 -4.9613 4.1097  0.0977
81 H -2.4537 -4.3200 2.4452  0.1019
82 H -0.9467 -4.7637 3.2947  0.0917
83 C -7.4143 -2.5643 5.3536  0.0507
84 N -6.9527 -3.2366 4.0950  -0.4450
85 O -5.8471 -2.9676 3.6709  0.0368
86 O -7.7235 -4.0089 3.5692  0.0765
87 H -6.6336 -1.9029 5.7073  0.0829
88 H -8.3106 -2.0060 5.1027  0.1022
89 H -7.6314 -3.3392 6.0817  0.1001
90 C 1.0846 -2.0428 5.9327  0.0413
91 N 2.1449 -2.9578 6.4663  -0.4501
92 O 1.7970 -3.9204 7.1173  0.0777
93 O 3.2953 -2.6668 6.2021  0.0539
94 H 0.1119 -2.4124 6.2396  0.0829
95 H 1.2702 -1.0541 6.3461  0.0977
96 H 1.1751 -2.0363 4.8492  0.0873
97 C -3.8302 -6.6690 -2.0532  0.0399
98 N -5.2393 -6.1925 -2.1168  -0.4545
99 O -5.6043 -5.6384 -3.1382  0.0457
100 O -5.9326 -6.3911 -1.1431  0.0747
101 H -3.3409 -6.4239 -2.9875  0.0967
102 H -3.3500 -6.1682 -1.2190  0.0811
103 H -3.8535 -7.7435 -1.8975  0.0992
104 C -6.1742 -8.8927 -4.6903  0.0545
105 N -5.2430 -9.8870 -4.0870  -0.4507
106 O -5.7239 -10.8649 -3.5588  0.0776
107 O -4.0523 -9.6452 -4.1662  0.0452
108 H -7.1895 -9.2381 -4.5413  0.0978
109 H -6.0102 -7.9408 -4.1949  0.0731
110 H -5.9355 -8.8204 -5.7465  0.1032

Values from the calculation:
HOMO-LUMO gap, eV: 9.2459
Total charge: +1
F_max, eV Å⁻¹: 1.66